DFT (ωB97M-V/def2-TZVPD) results for a structure of composition C15H37AlCl2N2O6PS in a non-equilibrium geometry.

Structure (XYZ):
```
65
Properties=species:S:1:pos:R:3:forces:R:3
C 2.9061 2.2421 -5.5448 0.80 0.58 0.77
C 3.9934 1.6112 -4.5616 -2.59 -0.64 1.88
Cl 5.7200 1.5888 -5.1830 -1.98 0.05 0.45
C 3.6898 1.0979 -3.2803 1.40 0.89 -2.50
Cl 1.9392 1.0917 -2.6834 1.66 -0.10 -0.97
Al 5.2185 0.3601 -2.0691 -0.08 -0.07 -1.18
P 4.7624 0.7867 0.2220 -0.56 -0.47 1.01
O 3.5572 -0.2805 0.8418 0.93 2.11 0.05
O 4.3133 2.4066 0.5327 0.39 -1.20 -0.18
S 6.4097 0.4068 1.2228 -0.07 0.23 0.08
H 3.2833 3.2972 -5.7749 -0.51 -1.48 -0.17
H 2.7367 1.6232 -6.4754 0.42 0.79 0.98
H 1.9036 2.3933 -5.0199 1.50 -0.51 -0.51
H 6.5564 1.1205 -2.5370 -0.21 0.19 0.55
H 5.4536 -1.2073 -2.2617 -0.29 -0.09 0.17
H 3.6555 -0.2746 1.8215 0.05 -0.08 -0.75
H 5.1654 2.8963 0.5563 -0.66 -0.48 0.16
C -4.0089 2.5951 2.6420 0.01 0.25 -0.13
O -3.1485 3.6980 2.4139 -0.08 -0.35 0.27
C -1.8804 3.5663 3.0589 0.39 0.46 -0.36
C -0.7693 3.3795 2.0266 -0.42 -0.35 0.06
N -0.8566 2.0683 1.3870 0.00 0.22 0.07
C 0.0117 1.9241 0.2152 -0.17 -0.04 -0.08
C -0.2735 2.8239 -0.9945 0.35 -0.32 -0.13
O -1.5109 2.5425 -1.6463 0.00 0.38 0.23
C -2.6372 3.1929 -1.0853 -0.03 -0.38 -0.30
H -4.9912 2.8439 2.2384 0.08 0.07 -0.02
H -3.6443 1.6999 2.1327 -0.03 -0.16 0.12
H -4.1158 2.3959 3.7130 0.02 -0.09 -0.02
H -1.8765 2.7614 3.8002 -0.08 -0.11 -0.15
H -1.7014 4.5054 3.5916 0.01 -0.02 0.02
H 0.2023 3.4723 2.5203 0.01 -0.02 -0.02
H -0.8577 4.1887 1.2916 0.04 0.19 0.13
H -1.8139 1.9100 1.0935 0.09 0.03 0.04
H -0.0800 0.8844 -0.1129 0.09 0.07 -0.07
H 1.0529 2.0633 0.5269 -0.05 0.04 -0.05
H 0.5045 2.6165 -1.7358 -0.31 0.17 0.24
H -0.1885 3.8913 -0.7613 -0.20 0.02 0.12
H -2.3868 4.1645 -0.6522 0.04 -0.05 0.09
H -3.1093 2.5523 -0.3349 -0.08 0.21 0.16
H -3.3693 3.3469 -1.8820 0.08 0.00 -0.02
C 0.9026 -2.1147 -0.1434 0.06 -0.02 -0.16
O 0.4369 -3.3692 -0.6241 0.10 -0.05 0.34
C 0.7848 -4.4607 0.2227 -0.40 -0.29 -0.34
C -0.4644 -5.0382 0.8871 0.19 0.47 0.05
N -1.0081 -4.1150 1.8830 -0.13 -0.24 -0.14
C -2.3374 -4.4860 2.3662 0.11 0.29 -0.09
C -3.4873 -4.4812 1.3492 -0.22 0.06 0.40
O -3.8220 -3.1869 0.8630 0.11 -0.41 -0.12
C -3.0418 -2.7467 -0.2390 -0.14 0.37 0.14
H 0.7200 -1.3667 -0.9141 0.01 -0.09 -0.05
H 0.3620 -1.8174 0.7596 0.11 0.09 0.15
H 1.9764 -2.1455 0.0579 -0.08 0.10 0.05
H 1.5411 -4.1850 0.9635 -0.12 0.14 0.03
H 1.2204 -5.2311 -0.4212 0.02 -0.03 0.05
H -0.2109 -5.9835 1.3766 -0.02 0.00 0.03
H -1.1949 -5.2480 0.0962 0.11 -0.14 -0.12
H -1.0666 -3.1889 1.4744 0.10 -0.08 0.06
H -2.5896 -3.7753 3.1591 -0.11 -0.06 -0.04
H -2.2799 -5.4743 2.8374 0.00 -0.01 -0.10
H -4.3808 -4.8386 1.8720 0.02 0.05 0.00
H -3.3259 -5.1804 0.5217 0.15 0.11 -0.09
H -2.7200 -3.5709 -0.8797 0.08 -0.02 0.08
H -2.1768 -2.1789 0.1130 0.13 -0.10 -0.21
H -3.6531 -2.0641 -0.8335 -0.04 -0.08 0.06
```
Forces are in eV/Å.

charge: -1



DFT (ωB97M-V/def2-TZVPD) results for a structure of composition C27H39BN8O2RuS3 in a non-equilibrium geometry.

Structure (XYZ):
```
81
Properties=species:S:1:pos:R:3:forces:R:3
Ru -0.5876 0.4272 0.6353 0.10 1.35 -0.01
C 4.5119 1.2901 2.1481 -0.01 -0.04 -0.05
C 3.6341 0.4109 3.0362 0.03 0.01 0.01
C 2.4496 1.1746 3.6248 -0.07 -0.01 -0.01
C 4.4862 -0.1195 4.1872 0.00 -0.06 -0.05
N 3.1281 -0.7577 2.2318 0.07 0.07 0.09
C 3.3813 -2.0816 2.5402 -0.09 0.03 0.07
C 2.7432 -2.8330 1.6245 0.02 0.00 -0.07
N 2.1103 -1.9865 0.7433 0.04 -0.10 -0.12
B 1.2204 -2.6043 -0.3708 -0.20 0.14 0.08
N 1.0713 -1.6400 -1.5896 0.14 -0.13 -0.01
C 2.1660 -1.4647 -2.4002 0.02 -0.08 0.00
C 1.8367 -0.5800 -3.3569 0.03 0.07 0.01
N 0.5304 -0.1876 -3.1327 -0.03 0.06 -0.02
C 0.0838 -0.8414 -2.0314 -0.12 -0.04 -0.39
S -1.4736 -0.7278 -1.2575 0.68 0.40 0.63
C -0.1190 0.7559 -4.1246 -0.04 -0.04 0.01
C -1.4632 1.3115 -3.6736 0.03 -0.07 0.05
C -0.3043 -0.0249 -5.4245 0.04 -0.01 0.00
C 0.8441 1.9305 -4.3204 0.03 -0.01 0.04
N -0.1439 -3.0945 0.1806 0.15 -0.16 -0.12
C -0.7828 -4.1164 -0.4872 0.03 0.01 -0.03
C -1.9680 -4.3196 0.1072 -0.06 0.06 -0.01
N -2.0694 -3.4179 1.1552 -0.09 -0.07 0.03
C -0.9472 -2.6627 1.1698 -0.05 -0.12 0.23
S -0.5489 -1.3495 2.2469 -0.25 0.29 -0.70
C -3.3345 -3.4117 1.9824 0.03 0.04 0.01
C -3.5695 -4.8456 2.4637 0.01 -0.01 -0.03
C -3.2737 -2.5030 3.2031 0.07 0.00 -0.01
C -4.4643 -2.9470 1.0647 0.01 0.00 -0.02
C 2.3412 -0.7250 1.1345 0.20 0.04 0.07
S 1.7490 0.7157 0.3443 -1.10 -0.57 0.02
H 4.9470 2.0870 2.7515 -0.02 -0.01 0.00
H 3.9468 1.7484 1.3397 0.00 0.02 0.00
H 5.3254 0.7022 1.7192 0.01 0.02 0.01
H 2.8263 1.9559 4.2854 0.00 -0.02 0.00
H 1.8189 0.5025 4.2095 0.01 0.01 0.01
H 1.8402 1.6452 2.8572 0.02 -0.01 0.01
H 4.8540 0.7348 4.7527 -0.01 0.00 0.00
H 5.3526 -0.6773 3.8291 0.00 0.01 0.02
H 3.9067 -0.7441 4.8680 0.01 0.01 0.01
H 3.9765 -2.3871 3.3775 0.02 0.04 -0.01
H 2.6939 -3.9020 1.5163 -0.01 0.02 -0.02
H 1.7952 -3.5801 -0.7774 0.01 0.04 0.02
H 3.0874 -1.9933 -2.2287 -0.02 -0.01 0.00
H 2.4254 -0.1978 -4.1693 -0.05 -0.03 0.00
H -2.2332 0.5462 -3.6336 -0.02 -0.03 0.03
H -1.7655 2.0531 -4.4149 0.01 -0.04 0.00
H -1.3938 1.7985 -2.7060 -0.02 0.03 0.07
H -1.0074 -0.8468 -5.2823 0.01 0.01 0.00
H 0.6398 -0.4324 -5.7882 -0.02 0.01 -0.02
H -0.7047 0.6407 -6.1896 0.00 -0.01 0.01
H 1.1339 2.3478 -3.3545 0.00 0.01 -0.02
H 0.3395 2.7063 -4.8949 0.02 -0.01 -0.01
H 1.7440 1.6517 -4.8684 -0.01 0.02 0.03
H -0.3357 -4.6039 -1.3355 0.02 -0.01 0.03
H -2.7484 -5.0167 -0.1320 0.03 0.00 0.04
H -2.6967 -5.2199 3.0002 -0.02 0.01 0.01
H -3.7985 -5.5294 1.6471 0.01 -0.01 0.02
H -4.4193 -4.8539 3.1451 0.00 0.00 -0.02
H -2.4464 -2.7611 3.8624 0.00 0.02 0.01
H -4.2041 -2.6445 3.7542 0.01 -0.03 -0.03
H -3.1944 -1.4545 2.9353 0.02 0.03 0.01
H -4.6011 -3.6183 0.2163 0.00 0.02 0.00
H -4.2608 -1.9445 0.6851 -0.01 0.00 0.01
H -5.3968 -2.9205 1.6285 0.00 0.00 -0.01
O -1.7304 1.8065 1.6992 0.39 -0.88 0.16
N -1.8422 3.0129 1.2429 -0.14 0.03 -0.04
N -1.2990 3.1810 0.1266 0.01 0.24 -0.18
O -0.6659 2.2355 -0.5165 0.10 -0.44 0.16
C -1.3481 4.4927 -0.4812 -0.01 0.02 -0.12
C -0.4623 4.7666 -1.5082 0.05 -0.06 0.00
C -0.4828 6.0242 -2.0927 -0.01 0.02 0.01
C -1.3887 6.9806 -1.6596 0.00 -0.01 0.02
C -2.2822 6.6790 -0.6396 0.00 0.00 -0.01
C -2.2688 5.4312 -0.0403 -0.04 -0.07 0.08
H 0.2290 4.0035 -1.8319 0.03 0.02 0.00
H 0.2158 6.2580 -2.8849 -0.01 -0.02 0.00
H -1.4007 7.9619 -2.1150 -0.01 -0.02 -0.01
H -3.0011 7.4175 -0.3117 0.02 0.00 0.02
H -2.9572 5.1829 0.7539 -0.01 0.02 -0.01
```
Forces are in eV/Å.

charge: +1
multiplicity: 2
ΔE to the lowest compared entry with this formula, charge and spin: 0.00 kJ/mol



DFT (ωB97M-V/def2-TZVPD) results for a structure of composition C26H26N4OZn.

Structure (XYZ):
```
58
Properties=species:S:1:pos:R:3:forces:R:3
Zn 0.1627 -0.2391 -0.3959 0.56 -0.03 -0.05
N 2.4203 -0.3224 -0.7363 0.12 0.04 0.14
C 3.3235 0.7620 -0.5352 -0.11 -0.03 -0.06
C 4.6653 0.4622 -0.3094 0.01 0.00 0.04
C 5.6207 1.4527 -0.1988 -0.01 0.02 -0.01
C 5.2220 2.7690 -0.3699 -0.02 -0.02 0.00
C 3.8849 3.0634 -0.5673 0.01 -0.01 0.02
C 2.8692 2.0924 -0.5896 -0.10 0.05 0.00
C 1.4203 2.5446 -0.6717 0.12 -0.06 0.00
C 1.1920 3.9090 -0.4162 -0.03 0.00 -0.03
C -0.0508 4.5003 -0.5538 0.02 -0.04 0.00
C -1.1261 3.7248 -0.9514 0.04 -0.01 0.00
C -0.9309 2.3620 -1.1087 -0.04 -0.06 -0.06
C 0.3046 1.7113 -0.9521 -0.10 -0.04 0.01
H 2.7536 -1.2100 -0.3812 0.05 0.00 -0.01
H 2.2436 -0.4529 -1.7274 -0.11 0.00 0.01
H 4.9519 -0.5819 -0.2480 0.00 0.00 -0.01
H 6.6587 1.1987 -0.0286 0.00 0.00 0.00
H 5.9488 3.5709 -0.3567 0.00 0.00 0.01
H 3.6292 4.0998 -0.7193 0.02 0.00 -0.01
H 1.9952 4.5429 -0.0719 -0.02 0.01 -0.01
H -0.1703 5.5564 -0.3457 0.00 0.00 -0.01
H -2.1053 4.1648 -1.1004 0.00 -0.01 0.00
H -1.8045 1.7691 -1.3668 0.02 0.00 0.02
C -4.7576 -0.9993 -3.2910 -0.02 0.00 0.01
C -5.2751 -0.7343 -2.0253 0.00 -0.01 -0.02
C -4.4278 -0.5698 -0.9458 -0.07 0.02 0.02
C -3.0566 -0.6689 -1.1495 0.29 -0.03 0.20
C -2.5315 -0.9361 -2.4034 0.03 -0.01 -0.13
C -3.3886 -1.1030 -3.4811 0.02 0.00 0.04
N -2.0891 -0.4965 -0.1096 -0.29 0.18 -0.12
N -2.5381 -0.3931 1.0339 0.08 -0.14 0.33
C -1.5341 -0.2222 2.0493 -0.20 0.08 -0.21
C -1.9720 -0.3004 3.3554 -0.04 0.01 0.18
C -1.0405 -0.1290 4.3682 -0.08 -0.02 0.00
C 0.2754 0.1321 4.0316 0.07 0.02 -0.04
C 0.6168 0.1987 2.6879 0.02 0.00 -0.05
N -0.2708 0.0156 1.7173 -0.09 -0.05 0.06
H -5.4290 -1.1244 -4.1306 -0.01 0.00 0.01
H -6.3448 -0.6540 -1.8847 0.00 0.00 -0.01
H -4.8092 -0.3604 0.0436 0.00 0.00 -0.01
H -1.4582 -1.0218 -2.5193 -0.01 -0.02 0.00
H -2.9871 -1.3128 -4.4632 0.00 0.00 0.00
H -3.0172 -0.4929 3.5510 0.02 0.00 0.00
H -1.3421 -0.1939 5.4052 0.00 0.01 -0.01
H 1.0314 0.2859 4.7886 0.00 -0.01 -0.01
H 1.6322 0.4079 2.3712 0.00 -0.01 0.00
C 1.3574 -4.0799 0.6433 0.08 -0.03 0.00
C 0.2041 -3.0827 0.5902 -0.19 0.05 0.06
C -1.1161 -3.8287 0.3829 -0.03 -0.02 -0.02
O 0.4300 -2.1518 -0.4101 -0.03 0.12 -0.31
H 1.2498 -4.7857 1.4715 -0.01 0.00 -0.02
H 2.3058 -3.5509 0.7641 -0.01 -0.01 0.02
H 1.4006 -4.6428 -0.2926 0.01 0.03 0.01
H 0.1508 -2.6081 1.5931 0.00 0.04 -0.03
H -1.0596 -4.4270 -0.5307 -0.01 0.03 0.01
H -1.9437 -3.1265 0.2691 0.01 -0.01 0.02
H -1.3444 -4.4932 1.2215 0.02 -0.01 -0.02
```
Forces are in eV/Å.

charge: 0



DFT (ωB97M-V/def2-TZVPD) results for the molecule C3H5N3 in a non-equilibrium geometry.

Structure (XYZ):
```
11
Properties=species:S:1:pos:R:3:forces:R:3
C 1.5996 -0.0227 -0.0085 -0.13 -0.26 0.35
C -0.6804 1.0504 -0.1515 -3.95 3.97 2.74
C -1.6787 -0.7735 -0.0617 0.52 -1.81 1.15
H 2.0570 0.2665 0.9710 -0.72 0.19 -0.91
H 1.7252 0.6302 -0.8282 2.53 0.60 -0.87
H 1.8021 -1.1149 -0.1714 0.14 1.41 -0.23
H -0.5388 2.1708 0.2217 0.32 -2.68 -1.54
H -2.0893 -1.7354 0.2444 -2.08 0.82 -0.54
N 0.1499 0.0694 -0.1107 4.40 -0.13 1.01
N -1.9771 0.5544 0.0014 2.41 -1.28 -1.04
N -0.3696 -1.0952 -0.1064 -3.44 -0.82 -0.12
```
Forces are in eV/Å.

charge: 0
SMILES: Cn1cncn1
ΔE to the lowest compared entry with this formula, charge and spin: 239.15 kJ/mol



no.,E_tot (Ha)
1,-3057.04140
2,-2954.96412
3,-3079.92672
4,-281.49896